1.
ORCA calculation (ωB97M-V/def2-TZVPD) on C30H36As2AuN2O12P as an isolated structure.

```
84
Properties=species:S:1:pos:R:3:forces:R:3:lowdin_spin:R:1
Au 0.0926 1.7348 -0.0378 -0.450 -0.262 0.602 0.4460
C 4.9813 4.1636 -0.6282 0.061 0.085 -0.014 0.0010
O 4.2428 2.9586 -0.3590 0.090 -0.041 0.026 0.0032
C 2.9401 2.8974 -0.5007 -0.131 -0.080 0.009 0.0062
O 2.3706 1.8351 -0.2417 0.004 0.083 -0.047 0.0519
N 2.2917 4.0069 -0.9348 0.059 0.057 0.007 -0.0003
N 0.9113 3.9583 -1.1315 -0.080 -0.033 -0.159 -0.0016
H 6.0078 3.9314 -0.3688 -0.004 0.001 -0.005 0.0001
H 4.6324 4.9863 -0.0031 -0.017 -0.033 0.025 0.0001
H 4.9296 4.4241 -1.6859 -0.020 -0.029 -0.006 0.0000
H 2.7990 4.8362 -1.1988 0.007 -0.020 -0.036 0.0000
H 0.6850 3.9054 -2.1196 0.036 0.085 -0.013 0.0005
H 0.4691 4.7742 -0.7259 0.020 -0.002 0.044 0.0000
O -4.0613 1.3399 0.5918 -0.048 -0.080 0.025 0.0185
C -2.8850 1.5867 0.6765 0.094 0.090 0.291 0.0082
O -2.0060 1.2070 -0.2194 0.264 0.028 -0.188 0.2215
C -2.3128 2.3843 1.8696 -0.002 -0.126 -0.143 0.0120
P -0.6364 1.7653 2.1790 0.184 0.026 0.018 0.1317
C -0.7416 0.1366 2.9322 0.036 0.037 0.018 0.0210
C 0.4593 -0.5637 3.0998 -0.072 0.095 0.005 0.0126
C 0.4716 -1.7473 3.8163 0.012 -0.035 -0.065 0.0003
C -0.7140 -2.2464 4.3484 -0.069 0.021 -0.035 0.0082
C -1.9093 -1.5724 4.1482 -0.010 -0.003 0.040 0.0013
C -1.9292 -0.3748 3.4450 0.082 0.054 -0.026 0.0102
C 0.2977 2.7650 3.3480 -0.028 -0.029 -0.143 0.0245
C 1.2214 3.6967 2.8781 -0.085 -0.031 0.059 0.0060
C 1.9713 4.4377 3.7769 0.023 0.049 -0.057 -0.0006
C 1.8037 4.2465 5.1411 -0.014 0.001 0.003 0.0031
C 0.8862 3.3160 5.6105 -0.055 -0.040 0.038 0.0011
C 0.1352 2.5669 4.7197 -0.004 0.081 -0.069 0.0081
H -2.9737 2.3557 2.7334 -0.029 -0.046 -0.016 0.0024
H -2.2184 3.4256 1.5517 0.035 0.029 0.058 0.0001
H 1.3804 -0.1504 2.6992 0.025 -0.032 0.050 0.0012
H 1.4015 -2.2785 3.9727 0.010 0.013 0.008 -0.0002
H -0.7015 -3.1628 4.9234 -0.008 -0.011 -0.012 0.0004
H -2.8324 -1.9720 4.5460 0.011 0.003 0.016 0.0001
H -2.8665 0.1454 3.2949 -0.020 -0.021 0.026 0.0004
H 1.3510 3.8261 1.8094 0.039 0.024 -0.004 0.0015
H 2.6909 5.1606 3.4160 -0.003 0.005 0.015 -0.0001
H 2.3916 4.8224 5.8429 0.004 0.001 -0.003 0.0002
H 0.7549 3.1665 6.6736 0.023 0.022 0.002 0.0002
H -0.5719 1.8334 5.0863 0.019 -0.015 0.028 0.0003
C -4.5686 -3.2383 -1.0835 -0.182 -0.116 -0.228 0.0007
O -3.8032 -2.6408 -0.0177 0.080 0.162 0.108 0.0015
C -2.5894 -2.2090 -0.1076 -0.275 -0.128 -0.004 0.0036
O -1.9937 -1.9217 0.9449 0.182 0.256 -0.147 0.0355
C -1.6645 -2.1599 -1.2744 0.164 -0.009 -0.095 0.0198
C -1.7835 -2.2779 -2.5954 0.007 -0.069 -0.177 0.0155
As -0.3357 -2.7724 -3.9019 -0.052 0.237 0.194 0.0748
C -0.6957 -4.6837 -3.9222 0.032 -0.180 -0.038 0.0118
C 1.0849 -2.5541 -2.4576 -0.173 -0.058 0.210 0.0340
C 1.0930 -1.3424 -1.9084 -0.027 -0.054 -0.475 0.4246
As -0.0932 -1.7372 -0.1668 -0.365 -0.290 0.115 0.1265
C 0.3929 -3.4904 0.5500 0.126 0.000 0.122 0.0105
C 0.8348 -0.0741 -2.6256 -0.066 0.742 -0.129 0.0647
O 0.2049 0.9118 -2.2563 0.257 -0.577 0.225 0.0679
O 1.4392 -0.1059 -3.7950 0.122 -0.223 -0.071 0.0314
C 1.2718 1.0394 -4.6566 -0.076 0.130 -0.056 0.0024
C 1.8565 -3.7606 -1.9684 0.290 -0.099 -0.003 0.0197
O 1.3715 -4.8543 -1.9775 -0.067 0.062 0.011 -0.0028
O 3.1066 -3.5827 -1.5494 -0.045 -0.111 0.032 0.0067
C 3.8003 -2.3314 -1.5186 -0.003 0.200 -0.051 0.0182
C -3.0432 -2.2091 -3.4233 -0.216 0.055 0.111 0.0047
O -3.2553 -3.0689 -4.2374 0.063 -0.022 0.012 0.0025
O -3.8475 -1.1645 -3.3107 0.007 -0.139 -0.159 0.0015
C -3.6466 -0.0776 -2.3885 0.033 0.100 0.131 0.0009
H -5.0607 -2.4690 -1.6720 0.050 0.024 0.029 0.0001
H -5.3198 -3.8439 -0.5886 0.041 0.007 0.057 0.0000
H -3.9441 -3.8751 -1.7059 0.059 0.012 0.020 0.0002
H -1.5193 -4.8156 -4.6209 -0.002 0.098 -0.015 0.0046
H -0.9509 -5.0973 -2.9528 0.022 0.078 0.029 0.0005
H 0.1903 -5.1837 -4.3090 0.025 0.020 0.023 0.0002
H 0.0567 -4.3003 -0.0906 -0.017 0.046 -0.025 0.0017
H -0.1180 -3.5340 1.5105 0.020 0.077 0.006 -0.0002
H 1.4655 -3.5671 0.7193 0.016 0.054 -0.041 -0.0001
H 1.7009 0.7568 -5.6107 0.038 -0.052 0.032 0.0000
H 1.8026 1.8925 -4.2375 0.005 -0.018 0.018 0.0016
H 0.2158 1.2755 -4.7663 0.004 -0.025 0.010 0.0007
H 4.8433 -2.5873 -1.3604 -0.011 -0.023 0.009 0.0036
H 3.4508 -1.7121 -0.6908 -0.005 -0.030 0.004 0.0059
H 3.7010 -1.7883 -2.4579 -0.002 -0.054 -0.033 0.0022
H -4.0776 -0.3113 -1.4141 0.003 0.024 -0.067 0.0001
H -4.1862 0.7627 -2.8144 0.008 -0.017 0.016 0.0000
H -2.5965 0.1746 -2.2654 -0.059 -0.007 -0.087 0.0005
```
Positions in Å, forces in eV/Å.

The value obtained for the molar mass is 994.405 g/mol. Its electronic energy is -7125.067781 Ha. Its spin multiplicity is 3. The net charge is +2. The energy above the lowest of the compared OMol25 structures with the same formula, charge and spin is 0.062 eV.

---

2.
ORCA calculation (ωB97M-V/def2-TZVPD) on C18H36AlF3IO9 as an isolated structure in a non-equilibrium geometry.

```
68
Properties=species:S:1:pos:R:3:forces:R:3:mulliken_charge:R:1
C -3.7621 0.5746 2.7380 0.082 -0.349 0.041 -1.0343
C -2.7712 -0.6038 2.6000 0.096 0.995 -0.055 -0.7278
C -1.5456 -0.2805 1.7375 -0.191 -0.890 0.271 -0.5891
I -0.3167 1.0583 2.9481 -0.040 0.165 -0.240 -0.1811
Al -0.5601 -2.0123 1.2016 0.089 0.149 0.430 0.3962
C 1.4696 -1.8308 1.2035 -0.524 -0.037 -0.529 -0.8177
C 2.1439 -1.3033 -0.0665 0.454 0.034 0.730 -0.6973
C 1.7841 0.0903 -0.4718 0.055 0.336 -0.434 0.7964
F 2.4218 0.4065 -1.6625 -0.379 -0.020 0.439 -0.3326
F 2.2079 1.0302 0.4233 -0.404 -0.516 -0.569 -0.2374
F 0.4665 0.2838 -0.7038 0.635 0.067 0.256 -0.2688
H -3.6791 1.0396 3.7144 -0.007 0.141 0.178 0.2778
H -4.7886 0.2404 2.6124 -0.226 -0.012 0.005 0.3630
H -3.5604 1.3491 2.0070 -0.010 0.148 -0.217 0.2767
H -2.4205 -0.8426 3.5966 -0.026 -0.555 0.143 0.3894
H -3.2731 -1.4702 2.1786 -0.052 -0.243 -0.077 0.2777
H -1.9036 0.2771 0.8773 0.305 0.441 -0.114 0.4972
H -1.1564 -2.5332 -0.2092 0.052 0.050 -0.231 -0.3468
H -0.9727 -3.0929 2.3462 0.061 -0.034 0.098 -0.3669
H 1.8662 -2.8361 1.3456 -0.006 -0.232 0.073 0.3121
H 1.7967 -1.2671 2.0726 0.081 0.227 0.127 0.3941
H 1.9874 -1.9579 -0.9156 -0.325 -0.032 -0.246 0.3480
H 3.2261 -1.2667 0.0793 0.230 0.104 -0.141 0.2958
C -1.4270 6.0250 0.8592 -0.216 0.014 -0.102 -1.0907
C -1.6681 6.1585 2.3466 0.409 -0.055 -0.052 -0.1525
O -3.0188 6.5644 2.6344 0.002 0.103 0.057 -0.3786
C -3.9133 5.5812 2.5627 0.096 0.162 0.037 0.8008
O -3.6798 4.4358 2.3027 -0.098 -0.280 -0.082 -0.5419
O -5.1193 6.0896 2.8366 -0.081 0.044 0.027 -0.3464
C -6.1773 5.1346 2.7432 -0.179 -0.025 0.044 -0.6246
H -1.7003 6.9481 0.3448 0.079 0.041 0.027 0.3046
H -0.3765 5.8106 0.6660 0.017 -0.007 0.028 0.3548
H -2.0232 5.2164 0.4395 0.048 -0.062 0.050 0.2863
H -1.0409 6.9432 2.7660 -0.124 0.089 0.040 0.2810
H -1.4412 5.2302 2.8695 -0.117 -0.057 -0.034 0.3122
H -5.9615 4.2526 3.3418 0.062 -0.036 -0.052 0.2990
H -6.3356 4.8464 1.7052 0.050 -0.077 0.004 0.2832
H -7.0680 5.6265 3.1241 0.045 0.093 0.001 0.2097
C 4.9622 2.0422 -1.5982 0.347 0.408 -0.038 -0.8773
C 5.4559 1.1944 -2.7453 -0.254 -0.251 0.257 -0.1570
O 6.0345 1.9940 -3.7991 -0.071 -0.031 -0.043 -0.3587
C 7.2730 2.4097 -3.5920 -0.095 -0.064 -0.113 0.7767
O 7.9719 2.1590 -2.6462 0.120 0.002 0.150 -0.5552
O 7.6393 3.1565 -4.6415 0.039 0.066 -0.062 -0.3468
C 8.9467 3.7139 -4.5315 0.107 0.083 -0.090 -0.6401
H 4.2725 2.8059 -1.9581 -0.112 -0.092 0.002 0.3055
H 4.4498 1.4271 -0.8697 -0.092 -0.082 0.066 0.0925
H 5.7889 2.5500 -1.0994 0.052 -0.068 -0.030 0.3774
H 4.6230 0.6718 -3.2089 0.010 0.075 -0.141 0.2491
H 6.1770 0.4480 -2.4142 0.121 0.097 -0.022 0.3035
H 9.6833 2.9442 -4.3121 -0.016 -0.012 0.077 0.2969
H 8.9685 4.4787 -3.7563 0.037 -0.052 0.063 0.2876
H 9.1685 4.1668 -5.4938 -0.094 -0.007 -0.032 0.2182
C -0.6665 -6.6960 -2.2518 -0.197 -0.054 -0.110 -1.1283
C -0.8589 -6.6008 -0.7532 0.422 0.042 -0.164 -0.1606
O -2.2015 -6.2167 -0.4300 -0.024 0.036 0.090 -0.2206
C -3.1075 -7.1764 -0.4968 0.081 0.114 0.043 0.7304
O -2.9146 -8.3338 -0.7746 -0.007 -0.170 -0.048 -0.5853
O -4.2953 -6.6478 -0.1941 -0.110 0.015 0.019 -0.3097
C -5.3831 -7.5634 -0.2731 -0.150 -0.004 0.039 -0.6678
H -0.9658 -5.7621 -2.7281 0.091 0.057 0.041 0.2928
H 0.3798 -6.8922 -2.4867 0.021 0.023 0.022 0.3650
H -1.2718 -7.4978 -2.6748 0.039 -0.050 0.044 0.3127
H -0.2255 -5.8162 -0.3458 -0.191 0.119 0.099 0.2669
H -0.6045 -7.5357 -0.2548 -0.152 -0.057 -0.007 0.3087
H -5.1862 -8.4578 0.3141 0.050 -0.037 -0.047 0.2985
H -5.5752 -7.8360 -1.3103 0.041 -0.079 0.004 0.2867
H -6.2479 -7.0454 0.1315 0.044 0.090 0.001 0.2171
```
Positions in Å, forces in eV/Å.

The value obtained for the molar mass is 607.357 g/mol. Its electronic energy is -2224.446043 Ha. The net charge is -1.

---

3.
ORCA calculation (ωB97M-V/def2-TZVPD) on C28H26N5NaO3S2Se2 as an isolated structure in a non-equilibrium geometry.

```
67
Properties=species:S:1:pos:R:3:forces:R:3:mulliken_charge:R:1
Na 0.2574 -0.4568 -0.0989 -0.721 2.968 -0.396 0.7808
S 2.7975 0.9912 0.2604 0.075 0.029 -0.149 -0.3289
C 3.1356 0.6362 1.8385 0.779 0.310 -0.724 0.4729
N 4.4003 0.6039 2.3117 -0.464 -0.117 -0.027 0.1565
C 4.6615 0.4597 3.7313 -0.162 0.007 0.266 -0.7143
C 3.6807 -0.5311 4.3108 0.348 -0.027 -0.085 -0.7708
N 2.3273 -0.0960 4.0164 0.087 0.170 -0.377 0.1661
C 1.3704 -0.1665 5.1202 -0.137 0.177 0.000 -1.7010
C 1.5598 1.0116 6.0547 0.178 -0.124 -0.057 0.8152
C 1.2946 2.3060 5.6076 -0.030 0.024 0.071 0.0188
C 1.4984 3.3925 6.4421 -0.001 -0.057 -0.020 -0.8186
C 1.9766 3.2005 7.7314 0.013 0.042 0.030 -0.3728
C 2.2549 1.9197 8.1776 0.033 -0.001 0.078 -0.6568
C 2.0594 0.8307 7.3386 -0.095 -0.006 -0.033 -0.3087
C 2.0201 0.4283 2.8203 -0.740 -0.108 0.782 0.0299
S 0.4819 0.9117 2.4291 -0.171 0.177 0.085 -0.0505
C 5.5607 0.7708 1.4525 0.077 -0.009 -0.119 -1.3761
C 6.4193 -0.4696 1.4379 0.053 0.036 0.104 0.5287
C 5.8330 -1.7201 1.2631 -0.011 0.035 -0.007 -0.0404
C 6.6206 -2.8599 1.2408 -0.023 0.008 -0.041 -0.7893
C 7.9979 -2.7577 1.3816 0.075 -0.025 -0.013 -0.3862
C 8.5873 -1.5135 1.5402 0.025 0.031 -0.037 -0.5818
C 7.7982 -0.3729 1.5773 -0.090 -0.020 -0.037 -0.4034
H 4.5531 1.4290 4.2344 0.061 -0.032 -0.013 0.3109
H 5.6842 0.1076 3.8639 -0.030 -0.029 -0.023 0.4495
H 3.7972 -0.5857 5.3921 0.006 0.009 -0.014 0.4297
H 3.8590 -1.5219 3.8800 -0.046 -0.012 0.066 0.3375
H 1.5244 -1.1062 5.6527 0.031 -0.007 -0.058 0.5110
H 0.3735 -0.1587 4.6844 0.017 -0.077 0.050 0.4861
H 0.9239 2.4540 4.6039 -0.059 0.008 -0.044 0.3586
H 1.2737 4.3899 6.0875 0.020 0.014 -0.001 0.4004
H 2.1355 4.0495 8.3828 -0.015 0.002 0.026 0.3839
H 2.6223 1.7638 9.1833 0.038 0.001 0.005 0.3726
H 2.2917 -0.1675 7.6913 -0.042 -0.034 0.008 0.3795
H 6.1409 1.6342 1.7925 -0.032 -0.013 0.012 0.3649
H 5.1870 0.9761 0.4513 0.054 0.095 0.046 0.3898
H 4.7588 -1.7933 1.1313 -0.020 -0.035 0.005 0.5814
H 6.1612 -3.8279 1.0924 -0.018 -0.015 0.027 0.4171
H 8.6130 -3.6471 1.3586 0.004 -0.024 -0.008 0.3747
H 9.6621 -1.4215 1.6235 0.015 -0.045 0.056 0.3812
H 8.2556 0.6014 1.7035 0.015 0.009 0.019 0.3431
Se -2.1394 2.8369 0.3479 0.029 0.319 0.705 -0.0568
Se -2.8547 1.4953 -1.3547 -0.225 -0.534 -0.519 -0.0172
C -3.2378 -0.1470 -0.3999 0.067 0.036 0.372 0.0963
C -4.5601 -0.5765 -0.4230 0.110 0.126 -0.101 -0.6226
C -4.8871 -1.7439 0.2440 -0.012 -0.079 -0.094 -0.2519
C -3.8819 -2.4456 0.8802 -0.089 -0.010 0.064 -0.8606
C -2.5926 -1.9401 0.8492 0.125 0.018 0.110 -0.0705
N -2.2628 -0.8023 0.2339 -0.229 0.277 -0.305 0.1668
C -0.5515 3.5434 -0.4715 0.107 -0.211 -0.427 0.6819
C 0.1247 4.5978 0.1344 -0.031 -0.112 0.135 -0.6627
C 1.1835 5.1632 -0.5506 -0.077 -0.043 0.050 -0.3392
C 1.5285 4.6611 -1.7980 0.126 -0.028 -0.054 -0.4144
C 0.8165 3.5834 -2.2912 0.010 0.032 0.110 -0.4821
N -0.2126 3.0396 -1.6445 0.074 0.026 0.035 -0.2523
H -5.3024 0.0053 -0.9504 -0.029 0.021 0.069 0.4051
H -5.9110 -2.0935 0.2652 -0.005 -0.021 -0.027 0.3861
H -4.0877 -3.3686 1.4030 0.040 -0.011 0.015 0.4076
H -1.7869 -2.4767 1.3334 -0.001 -0.001 -0.012 0.3736
H -0.1703 4.9467 1.1148 -0.015 0.071 -0.008 0.3545
H 1.7291 5.9889 -0.1130 0.020 0.011 -0.020 0.3982
H 2.3404 5.0835 -2.3718 0.040 0.016 0.010 0.4002
H 1.0682 3.1254 -3.2412 0.019 0.061 -0.021 0.3761
O 1.5292 -1.7713 0.8481 0.800 -0.616 0.587 -0.5161
N 0.6330 -2.5520 0.4509 0.184 -1.409 0.749 0.9316
O 0.1797 -3.4229 1.1998 0.155 0.015 -0.258 -0.6732
O 0.1853 -2.3790 -0.7024 -0.293 -1.288 -0.621 -0.6993
```
Positions in Å, forces in eV/Å.

The value obtained for the molar mass is 725.592 g/mol. Its electronic energy is -7343.562965 Ha. The energy above the lowest of the compared OMol25 structures with the same formula, charge and spin is 0.900 eV.

---

Among the records above, which one has the lowest molar mass? C18H36AlF3IO9